[1]
Computed, not measured: one molecule with the formula C5H9NO, with the ωB97M-V functional and the def2-TZVPD basis.

Results
**LUMO**: 0.89 eV
**Gap between HOMO and LUMO**: 0.38195 Ha
**Structure (SMILES)**: C[C@H]1CN(C)C1=O
**HOMO**: -9.507 eV
**Relative energy (zero: lowest compared OMol25 entry of this formula, charge and spin)**: 32.3 kcal/mol

The geometry in ORCA input format:
```
! RIJCOSX wB97M-V def2-TZVPD def2/J DEFGRID3
* xyz 0 1
C 2.16 -0.28 0.27
C 0.96 0.46 -0.26
C -0.12 -0.30 -1.06
N -1.14 0.52 -0.37
C -2.24 -0.15 0.29
C -0.20 0.94 0.59
O -0.36 1.41 1.69
H 1.90 -1.19 0.83
H 2.76 0.36 0.91
H 2.76 -0.57 -0.60
H 1.25 1.35 -0.81
H -0.06 -0.21 -2.14
H -0.22 -1.36 -0.78
H -1.83 -0.49 1.25
H -3.06 0.53 0.47
H -2.57 -1.03 -0.28
*
```

---

[2]
Computed, not measured: an isolated ion of composition C7H12N3S and charge +1 at a distorted geometry, with the ωB97M-V functional and the def2-TZVPD basis.

Results
**LUMO**: -2.89 eV
**Gap between HOMO and LUMO**: 0.36120 Ha
**Structure (SMILES)**: c1c[n+](SN2CCCC2)c[nH]1
**HOMO**: -12.723 eV
**Relative energy (zero: lowest compared OMol25 entry of this formula, charge and spin)**: 40.5 kcal/mol

The geometry in ORCA input format:
```
! RIJCOSX wB97M-V def2-TZVPD def2/J DEFGRID3
* xyz 1 1
C -3.08 -1.43 0.20
C -2.01 -0.53 0.36
C -1.70 -2.28 1.64
C 2.15 2.11 -0.65
C 1.92 1.05 -1.65
C 0.92 1.87 0.20
C 1.64 -0.23 -0.77
N -2.79 -2.51 1.02
N -1.19 -1.12 1.25
N 0.79 0.36 0.27
S 0.42 -0.48 1.75
H -3.82 -1.28 -0.62
H -1.81 0.44 0.02
H -1.34 -3.05 2.43
H 2.98 2.00 0.01
H 2.21 3.20 -0.98
H 1.04 1.46 -2.34
H 2.64 0.76 -2.40
H 0.91 2.28 1.18
H -0.05 2.24 -0.26
H 1.14 -0.99 -1.43
H 2.52 -0.64 -0.30
H -3.49 -3.23 1.06
*
```

---

[3]
Computed, not measured: one molecule with the formula C4H12N2O at a distorted geometry, with the ωB97M-V functional and the def2-TZVPD basis.

Results
**LUMO**: 0.90 eV
**Gap between HOMO and LUMO**: 0.35652 Ha
**Structure (SMILES)**: CNCCNCO
**HOMO**: -8.802 eV
**Relative energy (zero: lowest compared OMol25 entry of this formula, charge and spin)**: 39.4 kcal/mol

The geometry in ORCA input format:
```
! RIJCOSX wB97M-V def2-TZVPD def2/J DEFGRID3
* xyz 0 1
C -0.31 -0.12 -1.34
N -1.53 -0.72 -0.82
C -1.81 -0.84 0.59
O -0.79 -1.43 1.39
C 1.01 -0.35 -0.63
N 1.06 0.26 0.67
C 1.13 1.71 0.66
H -0.20 -0.50 -2.35
H -0.43 0.94 -1.43
H -1.64 -1.62 -1.22
H -2.67 -1.49 0.71
H -2.08 0.12 1.05
H -0.07 -0.81 1.38
H 1.81 0.03 -1.27
H 1.15 -1.42 -0.48
H 1.86 -0.10 1.14
H 0.31 2.16 1.21
H 2.08 2.08 1.09
H 1.12 2.09 -0.35
*
```

---

[4]
Computed, not measured: C41H51BClN9Zr as an isolated structure at a distorted geometry, with the ωB97M-V functional and the def2-TZVPD basis.

Results
**LUMO**: -6.09 eV
**Gap between HOMO and LUMO**: 0.23767 Ha
**HOMO**: -12.553 eV
**Relative energy (zero: lowest compared OMol25 entry of this formula, charge and spin)**: 8.8 kcal/mol

The geometry in ORCA input format:
```
! RIJCOSX wB97M-V def2-TZVPD def2/J DEFGRID3
* xyz 2 1
Zr 0.13 0.18 0.21
C 0.33 3.19 2.10
C 1.31 3.25 1.08
C 0.71 2.79 -0.12
C -0.66 2.35 0.24
C -0.88 2.73 1.62
C -2.22 2.95 2.29
C -2.03 3.52 3.71
C -2.97 4.01 1.46
C -3.09 1.68 2.40
C 0.83 3.33 -1.56
C 0.00 2.45 -2.54
C 0.18 4.73 -1.54
C 2.23 3.51 -2.15
C 2.68 3.83 1.40
C 3.82 2.97 0.82
C 2.80 5.29 0.91
C 2.92 3.89 2.92
H 0.49 3.53 3.11
H -1.43 2.56 -0.48
H -1.49 4.46 3.68
H -1.47 2.82 4.34
H -3.00 3.69 4.16
H -2.39 4.93 1.41
H -3.93 4.23 1.92
H -3.15 3.67 0.44
H -2.47 0.78 2.45
H -3.76 1.59 1.55
H -3.71 1.72 3.29
H -1.04 2.78 -2.56
H 0.02 1.38 -2.27
H 0.37 2.58 -3.55
H -0.84 4.69 -1.18
H 0.17 5.17 -2.54
H 0.73 5.39 -0.88
H 2.78 2.57 -2.22
H 2.82 4.21 -1.57
H 2.15 3.92 -3.16
H 3.65 2.71 -0.22
H 3.91 2.06 1.41
H 4.75 3.52 0.89
H 2.86 5.37 -0.17
H 3.70 5.73 1.33
H 1.94 5.86 1.26
H 2.70 2.94 3.40
H 2.32 4.67 3.38
H 3.96 4.13 3.10
C 1.73 -4.10 1.23
C 0.74 -3.28 0.71
N 1.12 -2.00 0.78
N 2.35 -1.99 1.33
C 2.74 -3.24 1.61
B 3.10 -0.65 1.52
N 3.20 -0.06 0.10
C 4.30 -0.17 -0.66
C 3.95 0.07 -1.97
C 2.58 0.33 -1.92
N 2.13 0.25 -0.66
N 2.21 0.17 2.46
C 2.50 0.38 3.75
C 1.33 0.68 4.42
C 0.34 0.64 3.44
N 0.88 0.32 2.25
H 1.72 -5.17 1.32
H -0.21 -3.56 0.31
H 3.70 -3.44 2.04
H 4.16 -0.81 1.98
H 5.25 -0.39 -0.23
H 4.58 0.06 -2.84
H 1.93 0.53 -2.76
H 3.50 0.31 4.12
H 1.21 0.90 5.46
H -0.71 0.80 3.56
C -4.13 0.74 -2.03
C -4.11 -0.16 -3.09
C -3.05 -1.04 -3.17
C -2.02 -0.98 -2.23
N -1.98 -0.05 -1.25
C -3.05 0.76 -1.17
C -0.92 -1.95 -2.30
C -1.14 -3.21 -2.86
C -0.07 -4.07 -3.05
C 1.19 -3.63 -2.67
C 1.30 -2.40 -2.03
N 0.28 -1.57 -1.83
H -4.95 1.42 -1.90
H -4.90 -0.18 -3.82
H -3.01 -1.75 -3.98
H -3.06 1.44 -0.34
H -2.13 -3.53 -3.13
H -0.21 -5.04 -3.50
H 2.07 -4.23 -2.84
H 2.28 -2.08 -1.69
Cl -5.48 -2.18 1.58
C -3.81 -2.22 1.99
C -3.34 -3.01 3.03
C -1.99 -2.89 3.34
C -1.19 -2.02 2.62
N -1.62 -1.30 1.57
C -2.92 -1.42 1.28
H -3.99 -3.65 3.59
H -1.57 -3.47 4.15
H -0.16 -1.90 2.91
H -3.30 -0.86 0.45
*
```

---

[5]
Computed, not measured: C14H46BaF3O12 as an isolated structure at a distorted geometry, with the ωB97M-V functional and the def2-TZVPD basis.

Results
**LUMO (spin up / spin down)**: -0.22 / -0.28 eV
**Gap between HOMO and LUMO (spin up / spin down)**: 0.13778 / 0.32991 Ha
**<S²>**: 0.750
**HOMO (spin up / spin down)**: -3.972 / -9.254 eV

The geometry in ORCA input format:
```
! RIJCOSX wB97M-V def2-TZVPD def2/J DEFGRID3
* xyz 0 2
Ba 15.60 13.03 -33.31
C 17.85 13.71 -29.99
O 18.90 13.36 -30.91
O 16.61 13.53 -30.74
C 18.00 13.03 -28.55
F 17.21 13.61 -27.59
F 17.75 11.72 -28.48
F 19.21 13.09 -28.09
C 20.20 14.01 -30.79
C 20.94 13.83 -32.13
H 21.00 12.86 -32.61
H 20.52 14.52 -32.86
H 22.00 14.07 -31.98
H 20.79 13.48 -30.05
H 20.26 15.04 -30.45
H 17.97 14.77 -29.77
C 19.77 8.80 -29.32
O 20.29 8.56 -28.09
H 20.47 8.70 -30.16
H 19.06 7.99 -29.51
H 19.32 9.78 -29.23
H 19.63 8.88 -27.46
C 17.81 16.62 -32.69
O 16.51 16.21 -33.18
H 18.50 16.75 -33.52
H 17.84 17.34 -31.86
H 18.19 15.82 -32.06
H 15.98 16.91 -33.58
C 17.44 13.67 -23.87
O 18.26 12.70 -23.12
H 17.24 14.59 -23.33
H 17.87 13.97 -24.83
H 16.58 13.07 -24.17
H 17.96 12.78 -22.21
C 18.02 14.61 -35.59
O 17.23 13.45 -35.49
H 18.51 14.60 -36.56
H 17.46 15.55 -35.54
H 18.76 14.72 -34.79
H 17.46 12.88 -36.22
C 18.44 18.09 -28.59
O 18.51 18.15 -27.17
H 19.44 18.16 -29.03
H 18.08 17.12 -28.93
H 17.79 18.86 -29.02
H 17.76 17.72 -26.76
C 18.86 10.64 -32.97
O 18.05 11.80 -33.03
H 19.51 10.68 -32.10
H 18.27 9.74 -32.81
H 19.43 10.55 -33.89
H 18.18 12.36 -32.27
C 14.50 11.86 -27.61
O 14.40 12.14 -29.02
H 13.87 10.99 -27.44
H 15.52 11.72 -27.25
H 14.19 12.73 -27.03
H 15.06 12.72 -29.40
C 21.73 15.97 -27.57
O 20.83 16.70 -26.75
H 21.90 16.51 -28.51
H 22.74 15.90 -27.16
H 21.30 15.00 -27.82
H 20.01 16.83 -27.23
C 14.83 16.24 -29.67
O 14.43 16.56 -28.34
H 15.90 16.27 -29.48
H 14.52 15.22 -29.91
H 14.49 16.92 -30.46
H 13.47 16.60 -28.41
C 22.29 12.45 -35.57
O 21.88 11.83 -36.79
H 22.37 13.53 -35.74
H 21.65 12.22 -34.71
H 23.27 12.07 -35.29
H 20.94 11.85 -36.98
*
```

---

[6]
Computed, not measured: C23H23N5SSeSiW as an isolated structure, with the ωB97M-V functional and the def2-TZVPD basis.

Results
**LUMO (spin up / spin down)**: -1.23 / -1.79 eV
**Gap between HOMO and LUMO (spin up / spin down)**: 0.23701 / 0.25881 Ha
**<S²>**: 2.026
**HOMO (spin up / spin down)**: -7.676 / -8.828 eV
**Relative energy (zero: lowest compared OMol25 entry of this formula, charge and spin)**: 1.0 kcal/mol

The geometry in ORCA input format:
```
! RIJCOSX wB97M-V def2-TZVPD def2/J DEFGRID3
* xyz 0 3
W -1.17 -1.20 0.11
C 3.76 -0.74 -2.78
C 4.16 -0.58 -1.46
C 3.26 -0.79 -0.43
C 1.96 -1.17 -0.72
C 1.55 -1.33 -2.04
C 2.46 -1.12 -3.07
N 0.99 -1.34 0.33
N 1.48 -1.49 1.48
C 0.53 -1.55 2.48
C 0.98 -1.71 3.79
C 0.07 -1.75 4.82
C -1.30 -1.66 4.53
C -1.74 -1.52 3.22
C -0.84 -1.45 2.15
H 4.46 -0.57 -3.58
H 5.17 -0.27 -1.23
H 3.56 -0.65 0.60
H 0.54 -1.65 -2.27
H 2.14 -1.26 -4.09
H 2.05 -1.78 3.97
H 0.40 -1.87 5.84
H -2.02 -1.70 5.33
H -2.81 -1.45 3.05
Se -3.68 -1.43 0.53
C -4.33 -1.55 -1.20
N -4.72 -1.62 -2.28
C -3.20 2.17 -1.26
Si -1.59 1.34 -1.70
C -0.45 2.57 -2.52
C -1.78 -0.13 -2.86
N -0.87 0.69 -0.21
C -0.03 1.50 0.62
C -0.46 1.85 1.90
C 0.35 2.60 2.73
C 1.61 3.01 2.29
C 2.03 2.68 1.02
C 1.22 1.93 0.18
H -3.64 2.66 -2.12
H -3.01 2.93 -0.50
H -3.92 1.46 -0.85
H -0.95 2.97 -3.41
H 0.49 2.12 -2.84
H -0.22 3.42 -1.87
H -2.65 0.03 -3.50
H -1.96 -1.12 -2.42
H -0.89 -0.20 -3.49
H -1.44 1.52 2.23
H 0.01 2.86 3.72
H 2.24 3.60 2.94
H 3.01 2.99 0.67
H 1.56 1.66 -0.81
S -0.53 -5.08 -2.57
C -0.82 -3.87 -1.59
N -1.02 -2.97 -0.85
*
```

---

[7]
Computed, not measured: C31H68N8O14S as an isolated structure at a distorted geometry, with the ωB97M-V functional and the def2-TZVPD basis.

Results
**LUMO**: 0.39 eV
**Gap between HOMO and LUMO**: 0.34041 Ha
**HOMO**: -8.877 eV
**Relative energy (zero: lowest compared OMol25 entry of this formula, charge and spin)**: 0.0 kcal/mol

The geometry in ORCA input format:
```
! RIJCOSX wB97M-V def2-TZVPD def2/J DEFGRID3
* xyz 0 1
O 3.00 1.38 0.18
C 2.73 1.10 -0.95
O 1.77 0.21 -1.29
C 0.44 0.75 -1.09
C -0.61 -0.33 -1.29
C -1.69 -0.17 -0.22
C -3.08 -0.72 -0.59
C -3.98 0.39 -1.09
C -5.45 0.08 -1.32
O -6.01 1.43 -1.58
S -5.02 2.53 -1.03
O -4.28 3.10 -2.11
O -5.68 3.42 -0.14
O -4.12 1.53 -0.19
H 3.27 1.55 -1.80
H 0.29 1.59 -1.76
H 0.38 1.13 -0.06
H -1.06 -0.21 -2.28
H -0.12 -1.30 -1.23
H -1.80 0.90 -0.02
H -1.35 -0.62 0.72
H -3.52 -1.23 0.27
H -3.01 -1.45 -1.40
H -3.55 0.75 -2.03
H -5.68 -0.55 -2.18
H -5.89 -0.25 -0.39
C -6.61 -2.13 1.60
O -6.62 -2.14 0.38
N -7.42 -2.87 2.36
C -7.37 -2.82 3.81
C -8.37 -3.76 1.71
H -5.92 -1.49 2.18
H -7.13 -3.80 4.23
H -8.33 -2.50 4.22
H -6.61 -2.11 4.12
H -7.85 -4.48 1.08
H -9.05 -3.19 1.07
H -8.95 -4.28 2.47
C -1.92 2.50 -3.94
O -1.42 2.16 -2.88
N -1.20 2.76 -5.04
C -1.81 3.17 -6.28
C 0.25 2.64 -4.96
H -3.00 2.65 -4.06
H -1.58 2.47 -7.08
H -1.46 4.16 -6.58
H -2.89 3.22 -6.16
H 0.53 1.62 -4.69
H 0.64 3.32 -4.20
H 0.68 2.89 -5.93
C 6.76 -2.87 -1.35
O 5.87 -3.31 -2.07
N 6.69 -1.74 -0.64
C 7.78 -1.28 0.20
C 5.46 -0.95 -0.72
H 7.72 -3.40 -1.22
H 7.45 -1.21 1.24
H 8.13 -0.30 -0.13
H 8.61 -1.98 0.14
H 4.61 -1.54 -0.38
H 5.28 -0.65 -1.75
H 5.57 -0.07 -0.09
C -0.72 5.06 -1.87
O 0.34 5.12 -2.47
N -0.84 5.15 -0.53
C -2.13 5.06 0.12
C 0.36 5.32 0.26
H -1.68 4.95 -2.38
H -2.35 5.97 0.70
H -2.15 4.21 0.80
H -2.90 4.93 -0.63
H 0.89 6.23 -0.01
H 1.05 4.48 0.11
H 0.08 5.36 1.32
C -0.64 0.89 4.33
O -1.80 0.67 4.62
N -0.25 1.66 3.30
C 1.15 1.88 2.99
C -1.29 2.27 2.49
H 0.20 0.46 4.90
H 1.41 2.94 3.07
H 1.39 1.54 1.99
H 1.77 1.32 3.70
H -1.91 2.92 3.10
H -1.93 1.50 2.06
H -0.83 2.83 1.68
C 4.44 -4.47 2.87
O 3.99 -3.45 2.39
N 5.18 -5.37 2.19
C 5.71 -6.56 2.81
C 5.44 -5.12 0.77
H 4.30 -4.75 3.93
H 6.80 -6.58 2.75
H 5.32 -7.46 2.33
H 5.42 -6.58 3.86
H 5.95 -4.17 0.65
H 4.50 -5.07 0.21
H 6.05 -5.93 0.38
C 11.16 -2.90 0.97
O 10.89 -1.82 0.48
N 12.27 -3.14 1.70
C 12.55 -4.45 2.26
C 13.20 -2.05 1.92
H 10.51 -3.79 0.86
H 12.62 -4.39 3.35
H 13.49 -4.84 1.88
H 11.75 -5.13 2.00
H 12.71 -1.23 2.43
H 13.58 -1.67 0.97
H 14.03 -2.41 2.52
C -9.68 1.08 -2.15
O -10.41 0.48 -2.92
N -10.07 2.13 -1.40
C -9.17 2.81 -0.50
C -11.45 2.58 -1.52
H -8.63 0.81 -1.99
H -9.53 2.75 0.53
H -9.06 3.86 -0.78
H -8.19 2.34 -0.55
H -12.14 1.79 -1.24
H -11.67 2.88 -2.54
H -11.59 3.43 -0.85
*
```

---

[8]
Computed, not measured: C13H29B2F3N4O17Tl as an isolated structure at a distorted geometry, with the ωB97M-V functional and the def2-TZVPD basis.

Results
**LUMO**: -9.89 eV
**Gap between HOMO and LUMO**: 0.12604 Ha
**HOMO**: -13.321 eV
**Relative energy (zero: lowest compared OMol25 entry of this formula, charge and spin)**: 0.0 kcal/mol

The geometry in ORCA input format:
```
! RIJCOSX wB97M-V def2-TZVPD def2/J DEFGRID3
* xyz 1 1
Tl 8.09 2.03 11.32
B 10.46 3.86 11.39
H 9.35 4.09 10.89
H 10.85 4.90 11.87
H 10.33 3.02 12.21
H 11.27 3.50 10.60
B 8.19 1.01 14.01
H 8.15 0.78 15.18
H 9.05 1.85 13.81
H 8.36 0.06 13.33
H 7.13 1.57 13.68
C 10.03 2.51 16.48
C 8.66 2.58 17.15
O 8.74 3.75 17.87
C 10.05 3.95 18.25
O 10.40 4.70 19.08
O 10.82 3.19 17.44
F 8.48 1.47 17.95
H 10.09 3.02 15.51
H 10.43 1.52 16.24
H 7.82 2.61 16.46
C 2.41 -0.59 10.99
C 3.17 -1.86 11.31
O 4.31 -1.36 11.95
C 4.50 -0.08 11.59
O 5.46 0.58 11.89
O 3.45 0.38 10.89
F 3.56 -2.53 10.19
H 1.75 -0.31 11.82
H 1.76 -0.69 10.13
H 2.54 -2.53 11.90
C 9.73 -1.31 15.59
C 8.77 -2.11 14.68
O 8.77 -3.35 15.32
C 9.95 -3.51 15.99
O 10.25 -4.49 16.57
O 10.60 -2.33 16.03
F 9.37 -2.28 13.46
H 9.26 -0.77 16.41
H 10.24 -0.59 14.94
H 7.79 -1.64 14.61
C 8.87 6.27 13.69
N 8.28 5.01 14.26
O 8.12 4.98 15.45
O 7.91 4.10 13.51
H 8.32 7.08 14.16
H 8.73 6.26 12.61
H 9.90 6.22 14.04
C 9.15 -3.21 10.70
N 8.01 -2.39 11.20
O 7.03 -2.95 11.63
O 8.14 -1.18 11.17
H 9.04 -3.17 9.62
H 9.11 -4.25 10.99
H 10.04 -2.70 11.03
C 13.02 1.16 11.90
N 11.83 0.34 12.28
O 10.73 0.69 11.89
O 12.00 -0.55 13.08
H 13.79 1.08 12.66
H 12.65 2.17 11.74
H 13.33 0.75 10.94
C 5.21 -0.30 15.20
N 4.44 0.89 14.80
O 3.43 0.72 14.16
O 4.91 1.97 15.08
H 4.57 -0.91 15.84
H 6.04 -0.03 15.85
H 5.47 -0.92 14.34
*
```